The following is a quantum chemistry calculation of a structure of composition C6H10N2O4 at a distorted geometry, from the Open Molecules 2025 dataset.

Calculated values
LUMO level (Ha): 0.004
HOMO energy (eV): -9.4
HOMO-LUMO gap (eV): 9.5
Total charge: 0
Energy above the lowest of the compared OMol25 structures with the same formula, charge and spin (kJ/mol): 711.7

CARTESIAN COORDINATES (ANGSTROEM)
C -0.23446 -1.26079 -0.39245
C 0.67338 -0.77112 0.86636
C 0.60035 1.76586 0.51407
C -0.68897 1.23433 -0.35690
C -1.91710 -0.36650 -1.87181
C 2.52722 0.54481 0.73557
H -2.39387 -1.79530 -0.07839
H 0.27395 -1.92122 -1.06377
H 1.48971 -1.59307 0.65624
H -1.05616 -1.43935 1.35879
H 1.55355 2.67134 -0.01418
H 0.33311 2.35897 1.57599
H -1.36974 1.17287 0.48039
H -1.09233 1.80426 -1.06246
H -2.25100 0.54514 -2.51936
H 3.44189 -0.39876 0.83939
N 1.19940 0.47489 0.55443
N -0.83916 -0.04345 -1.08779
O -1.29804 -1.91204 0.35160
O 0.01590 -1.04474 2.00865
O -2.14292 -1.59119 -2.06790
O 3.17530 1.56506 0.57354

What are the Löwdin partial charges on each atom? They are as follows, in elementary charge units: number 1, C, carries -0.14; number 2, C, carries -0.46; number 3, C, carries -0.08; number 4, C, carries -0.09; number 5, C, carries -0.26; number 6, C, carries -0.32; number 7, H, carries 0.29; number 8, H, carries 0.15; number 9, H, carries 0.16; number 10, H, carries 0.09; number 11, H, carries 0.22; number 12, H, carries 0.17; number 13, H, carries 0.11; number 14, H, carries 0.06; number 15, H, carries 0.17; number 16, H, carries 0.21; number 17, N, carries -0.11; number 18, N, carries -0.02; number 19, O, carries -0.01; number 20, O, carries -0.10; number 21, O, carries -0.03; number 22, O, carries -0.04